ORCA calculation (ωB97M-V with the def2-TZVPD basis set) on a single C3H3FN2S2 molecule in a non-equilibrium geometry.

CARTESIAN COORDINATES (ANGSTROEM)
S (-0.27896, 2.54141, -1.21100)
C (0.48967, -0.69388, 0.51128)
H (0.66996, 2.83483, -0.19193)
H (-2.16554, 0.03897, -1.36669)
S (1.55683, -1.84895, 1.48767)
C (-1.21028, -0.02984, -0.73900)
F (-1.33469, -2.26500, 0.34711)
H (2.41425, -0.86238, 1.73214)
N (0.84975, 0.51548, 0.09224)
C (-0.73397, -1.12011, -0.04107)
N (-0.25702, 0.88945, -0.62075)

SMILES: Fc1cn(S)nc1S
Calculated total energy, eV: -30525.550

Computed Löwdin charges, given in elementary charges: S 0.770; C -0.588; H -0.071; H 0.160; S 0.767; C -0.083; F 0.049; H -0.154; N 0.018; C -0.306; N -0.562